{
  "formula": "C12H11ClN2O3PtS5",
  "method": "ωB97M-V/def2-TZVPD",
  "symbols": ["Pt", "Cl", "C", "C", "C", "C", "O", "C", "C", "O", "C", "H", "H", "H", "H", "N", "C", "N", "O", "H", "H", "H", "H", "C", "S", "C", "C", "S", "S", "C", "S", "S", "H", "H", "H"],
  "positions_angstrom": [[-0.06, 1.01, -0.48], [-2.11, -3.47, -5.47], [-1.33, -2.23, -4.56], [-1.24, -0.94, -5.12], [-0.66, 0.07, -4.40], [-0.13, -0.14, -3.10], [0.37, 0.87, -2.48], [-0.20, -1.47, -2.56], [0.30, -1.77, -1.25], [0.92, -1.01, -0.48], [-0.81, -2.49, -3.32], [-1.63, -0.75, -6.10], [-0.60, 1.07, -4.80], [0.10, -2.80, -0.89], [-0.88, -3.49, -2.91], [1.03, 0.52, 3.73], [1.04, 1.03, 2.48], [2.19, 1.58, 2.04], [0.01, 1.02, 1.80], [1.87, 0.41, 4.26], [0.21, -0.01, 3.99], [3.01, 1.67, 2.62], [2.22, 1.99, 1.12], [-3.86, 3.39, 2.23], [-3.38, 4.97, 1.47], [-1.67, 4.74, 1.11], [-1.14, 3.74, 0.36], [-1.94, 2.43, -0.40], [0.60, 3.84, 0.10], [0.90, 5.29, 1.03], [2.38, 5.93, 1.25], [-0.57, 5.95, 1.73], [-4.94, 3.34, 2.12], [-3.58, 3.40, 3.28], [-3.38, 2.56, 1.72]],
  "lowdin_charge": [0.8556, 0.6632, -0.6762, -0.0811, 0.0094, -0.3582, -0.1981, -0.1403, -0.1825, -0.1073, -0.0590, 0.1106, 0.1226, 0.1384, 0.1141, 0.1827, -0.6401, 0.1877, -0.1133, 0.1089, 0.1193, 0.1163, 0.0639, -0.3827, 0.8125, -1.0065, -1.1038, 0.5986, 0.8489, -1.4795, 0.5312, 0.9010, 0.0320, 0.0348, -0.0229],
  "relative_energy_kcal_mol": 35.2,
  "e_lumo_ev": -1.294,
  "homo_ev": -7.3559,
  "gap_ev": 6.1
}

{
  "formula": "C12H11F6NO2",
  "method": "ωB97M-V/def2-TZVPD",
  "symbols": ["O", "C", "N", "C", "F", "F", "C", "C", "C", "C", "C", "C", "F", "F", "F", "C", "O", "C", "C", "C", "F", "H", "H", "H", "H", "H", "H", "H", "H", "H", "H", "H"],
  "positions_angstrom": [[-2.01, 0.65, 1.70], [-0.86, 1.04, 1.69], [0.02, 0.69, 2.76], [0.54, -0.66, 2.62], [-0.42, -1.56, 2.81], [1.47, -0.79, 3.59], [1.22, -0.85, 1.25], [2.41, -0.22, 1.05], [3.00, -0.34, -0.17], [2.38, -1.08, -1.15], [1.21, -1.71, -0.91], [0.56, -2.54, -2.00], [-0.49, -1.89, -2.52], [0.15, -3.72, -1.54], [1.41, -2.74, -3.03], [0.59, -1.61, 0.31], [-0.33, 1.81, 0.73], [-1.31, 2.52, -0.04], [-1.68, 1.81, -1.35], [-2.85, 0.85, -1.25], [-2.36, -0.41, -0.93], [0.78, 1.36, 2.76], [2.87, 0.37, 1.83], [3.94, 0.15, -0.38], [2.86, -1.14, -2.12], [-0.34, -2.10, 0.51], [-2.18, 2.80, 0.53], [-0.83, 3.46, -0.33], [-1.97, 2.62, -2.03], [-0.83, 1.31, -1.81], [-3.50, 1.15, -0.42], [-3.43, 0.77, -2.17]],
  "lowdin_charge": [0.1294, -0.5092, 0.1883, -0.5303, 0.1550, 0.1070, -0.1266, -0.0180, -0.0481, -0.0152, -0.1060, -0.5867, 0.1403, 0.1666, 0.1355, 0.0553, 0.0319, -0.1613, -0.1308, -0.1945, -0.0607, 0.1386, 0.1279, 0.1156, 0.1262, 0.1459, 0.1318, 0.1240, 0.1175, 0.1236, 0.1115, 0.1156],
  "e_lumo_ev": 0.604,
  "smiles": "O=C(NC(F)(F)c1cccc(C(F)(F)F)c1)OCCCF",
  "homo_ev": -10.0750,
  "gap_ev": 10.7
}

{
  "formula": "C12H11FO",
  "method": "ωB97M-V/def2-TZVPD",
  "symbols": ["C", "C", "C", "C", "C", "C", "C", "C", "F", "C", "C", "C", "C", "O", "H", "H", "H", "H", "H", "H", "H", "H", "H", "H", "H"],
  "positions_angstrom": [[-1.43, 2.10, -2.62], [-1.76, 1.58, -1.22], [-0.49, 1.41, -0.36], [-0.51, -0.08, -0.01], [0.62, -0.70, 0.73], [1.88, -0.08, 0.88], [2.89, -0.62, 1.66], [2.68, -1.84, 2.33], [3.68, -2.30, 3.07], [1.47, -2.53, 2.13], [0.43, -1.96, 1.34], [-1.62, -0.71, -0.52], [-2.45, 0.21, -1.26], [-3.47, -0.15, -1.83], [-0.89, 3.06, -2.56], [-0.81, 1.33, -3.14], [-2.31, 2.28, -3.21], [-2.52, 2.25, -0.76], [0.41, 1.66, -0.91], [-0.54, 1.99, 0.51], [2.00, 0.87, 0.40], [3.79, -0.05, 1.82], [1.31, -3.46, 2.68], [-0.53, -2.50, 1.27], [-1.85, -1.77, -0.44]],
  "lowdin_charge": [-0.0614, -0.2829, -0.0931, -0.1136, -0.1647, -0.0207, -0.0021, -0.2723, 0.0739, 0.0028, -0.0098, 0.0536, -0.3929, 0.0733, 0.0862, 0.1035, 0.0704, 0.1580, 0.1140, 0.1092, 0.0992, 0.1169, 0.1183, 0.1183, 0.1159],
  "relative_energy_kcal_mol": 3.9,
  "e_lumo_ev": -0.171,
  "smiles": "C[C@@H]1CC(c2ccc(F)cc2)=CC1=O",
  "homo_ev": -8.9048,
  "gap_ev": 8.7
}

{
  "formula": "C12H11N4O3S2W",
  "method": "ωB97M-V/def2-TZVPD",
  "symbols": ["W", "O", "C", "O", "C", "C", "C", "C", "C", "C", "S", "H", "H", "H", "H", "C", "N", "C", "C", "O", "N", "C", "N", "H", "H", "H", "H", "H", "H", "H", "S", "C", "N"],
  "positions_angstrom": [[-1.15, 0.40, -0.30], [-0.32, 4.28, -0.03], [-0.10, 3.29, -0.60], [-0.99, 2.14, -0.43], [0.97, 2.95, -1.56], [1.55, 4.04, -2.21], [2.53, 3.85, -3.18], [2.92, 2.57, -3.52], [2.39, 1.46, -2.85], [1.43, 1.66, -1.88], [1.04, 0.17, -0.92], [1.21, 5.04, -1.95], [2.96, 4.70, -3.67], [3.66, 2.41, -4.29], [2.77, 0.47, -3.07], [-0.57, -3.79, 3.84], [-0.80, -2.71, 2.88], [-1.38, -1.44, 3.30], [-1.38, -0.72, 2.01], [-1.73, 0.47, 1.68], [-0.89, -1.46, 1.02], [-0.51, -2.68, 1.59], [0.05, -3.64, 0.89], [-1.46, -3.94, 4.44], [0.26, -3.54, 4.50], [-0.35, -4.72, 3.33], [-0.77, -0.93, 4.05], [-2.38, -1.54, 3.73], [0.18, -3.55, -0.11], [0.36, -4.50, 1.32], [-4.10, -0.34, -3.76], [-3.12, -0.24, -2.60], [-2.31, -0.17, -1.65]],
  "lowdin_charge": [1.6974, 0.2931, -0.3589, -0.2218, -0.1491, 0.0559, 0.0222, 0.0117, -0.0672, -0.4863, 0.8023, 0.1511, 0.1426, 0.1413, 0.1243, 0.0565, -0.0430, 0.0411, -0.4030, -0.0466, 0.0469, -0.3105, 0.2854, 0.1219, 0.1239, 0.1037, 0.1860, 0.1849, 0.1507, 0.1494, 1.1399, -0.7564, -0.1896],
  "relative_energy_kcal_mol": 13.4,
  "e_lumo_ev": -12.796,
  "charge": 3,
  "homo_ev": -18.6449,
  "gap_ev": 5.8
}

{
  "formula": "C12H11NO2",
  "method": "ωB97M-V/def2-TZVPD",
  "symbols": ["C", "O", "C", "C", "C", "C", "C", "O", "C", "C", "C", "C", "N", "C", "C", "H", "H", "H", "H", "H", "H", "H", "H", "H", "H", "H"],
  "positions_angstrom": [[-3.22, 0.68, -1.42], [-2.35, 1.48, -2.14], [-1.03, 1.38, -1.78], [-0.26, 2.23, -2.47], [1.08, 2.32, -2.06], [1.56, 1.60, -0.99], [0.62, 1.01, -0.20], [1.23, 0.40, 0.91], [0.92, -0.85, 1.32], [-0.07, -0.90, 2.25], [-0.29, -2.19, 2.87], [0.52, -3.23, 2.28], [1.42, -3.09, 1.36], [1.76, -1.84, 0.93], [-0.64, 0.82, -0.52], [-4.26, 0.65, -1.87], [-3.28, 1.11, -0.41], [-2.81, -0.26, -1.34], [-0.58, 2.54, -3.40], [1.75, 3.13, -2.49], [2.58, 1.46, -0.56], [-0.74, -0.09, 2.48], [-0.75, -2.24, 3.88], [0.46, -4.29, 2.66], [2.43, -1.84, 0.08], [-1.37, 0.34, 0.09]],
  "lowdin_charge": [-0.1063, -0.0780, -0.2469, -0.0144, -0.0520, -0.0248, -0.2737, -0.0006, -0.3274, 0.0120, -0.0059, -0.1951, 0.0481, -0.0187, 0.0574, 0.1207, 0.0982, 0.0601, 0.1017, 0.1306, 0.1442, 0.1181, 0.1069, 0.1130, 0.1295, 0.1034],
  "relative_energy_kcal_mol": 41.7,
  "e_lumo_ev": 0.525,
  "smiles": "COc1cccc(Oc2cccnc2)c1",
  "homo_ev": -8.6257,
  "gap_ev": 9.2
}

{
  "formula": "C12H11NOS2Sn",
  "method": "ωB97M-V/def2-TZVPD",
  "symbols": ["Sn", "O", "C", "C", "C", "C", "C", "C", "N", "H", "H", "H", "H", "H", "H", "H", "S", "C", "C", "C", "C", "C", "C", "S", "H", "H", "H", "H"],
  "positions_angstrom": [[-0.73, -0.15, -0.61], [-0.79, -2.89, -1.80], [0.24, -2.71, -2.75], [1.53, -2.32, -2.08], [2.42, -3.27, -1.59], [3.53, -2.84, -0.87], [3.74, -1.48, -0.72], [2.81, -0.60, -1.27], [1.72, -1.01, -1.90], [-0.59, -3.66, -1.26], [-0.09, -1.88, -3.38], [0.38, -3.61, -3.36], [2.24, -4.31, -1.77], [4.20, -3.56, -0.43], [4.60, -1.10, -0.19], [2.93, 0.47, -1.20], [-0.81, 0.25, 1.82], [-1.69, 1.79, 1.97], [-1.96, 2.25, 3.25], [-2.64, 3.43, 3.44], [-3.07, 4.17, 2.35], [-2.81, 3.71, 1.07], [-2.11, 2.52, 0.87], [-1.84, 2.03, -0.80], [-1.63, 1.65, 4.09], [-2.84, 3.77, 4.44], [-3.60, 5.09, 2.48], [-3.14, 4.26, 0.21]],
  "lowdin_charge": [0.7920, -0.1709, -0.2356, -0.3143, -0.0175, -0.0553, -0.0515, -0.1432, 0.0050, 0.0934, 0.1152, 0.1242, 0.1142, 0.1088, 0.1057, 0.1142, 0.4433, -0.6929, -0.1384, -0.0978, -0.0972, -0.1386, -0.6977, 0.4483, 0.0944, 0.0992, 0.0995, 0.0937],
  "e_lumo_ev": -0.090,
  "homo_ev": -7.7481,
  "gap_ev": 7.7
}